Entry 1:
C9H8N2O in the gas phase in a non-equilibrium geometry, computed with wB97M-V/def2-TZVPD.

## Properties
- total energy (eV) = -14484.113
- energy relative to the best compared isomer or geometry (same formula, charge and spin) (kcal/mol) = 154.0
- HOMO (hartree) = -0.2904
- Kohn-Sham gap (eV) = 7.99
- molar mass (g/mol) = 160.18

The geometry in ORCA input format:
```
! RIJCOSX wB97M-V def2-TZVPD def2/J DEFGRID3
* xyz 0 1
O -2.50937 0.65848 -0.37681
N -3.01005 0.21110 -2.65929
N 1.32422 0.72506 2.81694
C -0.11037 -0.09182 -0.42863
C 1.27453 0.25145 1.54863
C -3.39223 0.50441 -1.35945
C 0.04051 0.19057 0.93071
C 2.39134 -0.14613 0.94261
C -1.21727 0.37383 -1.19166
C 0.86588 -1.07435 -0.86624
C 1.97539 -1.18216 -0.15666
C -1.61103 -0.03299 -2.41278
H -0.61457 1.10419 1.40880
H 3.18742 -1.34516 -0.55427
H -4.59924 0.28209 -0.89119
H 0.55043 0.93397 3.30391
H 2.23989 0.52015 3.47111
H 3.44873 0.25684 1.31945
H -0.88696 -0.32096 -3.08655
H 0.65275 -1.81857 -1.75865
*
```

Atomic partial charges in e from the natural (NBO) method, atoms 1 to 4: -0.435, -0.482, -0.792, -0.064

Entry 2:
C21H33N3O4 in the gas phase, computed with wB97M-V/def2-TZVPD.

## Properties
- total energy (eV) = -34974.316
- energy relative to the best compared isomer or geometry (same formula, charge and spin) (kcal/mol) = 9.7
- HOMO (hartree) = -0.2971
- Kohn-Sham gap (eV) = 8.71
- molar mass (g/mol) = 391.51

The geometry in ORCA input format:
```
! RIJCOSX wB97M-V def2-TZVPD def2/J DEFGRID3
* xyz 0 1
O -0.03069 -2.71169 -0.85313
O -1.20833 0.91759 -1.09958
O 5.88579 -0.22804 -0.31177
O 5.71116 1.62367 0.97812
N 0.06200 -0.05788 0.50540
N 4.04534 1.05534 -0.44631
N -2.23571 0.06288 0.75287
C -1.13440 0.34706 -0.02999
C -5.37056 0.45928 -1.16871
C 3.16067 2.09293 0.03605
C 7.21186 -0.41977 0.17284
C 0.17770 -0.89472 1.67916
C 8.22043 0.41920 -0.59901
C -7.78343 0.52778 -0.45975
C 3.41199 0.08807 -1.31502
C -6.31915 0.38445 -0.15709
C -4.01827 0.37010 -0.90058
C -1.33161 -2.85604 -1.36782
C -4.52638 0.13168 1.43203
C 2.25814 -0.59612 -0.58013
C 1.26588 0.47194 -0.11873
C -0.47434 -2.28201 1.55224
C -3.58158 0.21003 0.41068
C 1.98000 1.47986 0.79136
C 5.24627 0.87671 0.14734
C -8.19874 1.99967 -0.41646
C -5.87453 0.22107 1.14829
C 0.14663 -3.16766 0.46462
H 2.35211 0.98612 1.69162
H 9.22433 0.19811 -0.24775
H 1.24152 -1.03664 1.87007
H -6.59191 0.15924 1.95447
H 2.66982 -1.13738 0.27407
H -0.23831 -0.38792 2.56446
H -0.26868 -4.18324 0.56564
H 2.79346 2.66463 -0.82266
H 3.02860 0.61710 -2.19430
H -0.35116 -2.79559 2.50809
H 1.28870 2.26875 1.09114
H -1.27235 -2.57667 -2.41761
H 3.74052 2.74982 0.68615
H 0.90172 1.00169 -1.00614
H -2.05404 -2.20060 -0.87179
H -7.99713 0.12362 -1.45142
H 7.40538 -1.48718 0.04322
H -8.37007 -0.03314 0.27105
H -1.54277 -2.18949 1.35845
H 4.15454 -0.64112 -1.63448
H -4.19903 -0.00075 2.45525
H 8.15756 0.20043 -1.66248
H -1.67505 -3.89486 -1.28314
H -5.69502 0.58535 -2.19171
H 8.01510 1.47507 -0.44141
H -2.07678 -0.09161 1.73661
H 1.75540 -1.30705 -1.23361
H 1.22978 -3.22181 0.60328
H -3.29604 0.43731 -1.69628
H 7.24415 -0.16061 1.23636
H -7.63119 2.57282 -1.14600
H -9.25838 2.10473 -0.63859
H -8.00670 2.41743 0.56937
*
```

Atomic partial charges in e from the natural (NBO) method, atoms 1 to 4: -0.546, -0.660, -0.531, -0.669

Entry 3:
2 unconnected molecules or ions with the total composition CCl2F2N2 in a non-equilibrium geometry, computed with wB97M-V/def2-TZVPD.

## Properties
- total energy (eV) = -34489.394
- energy relative to the best compared isomer or geometry (same formula, charge and spin) (kcal/mol) = 0.0
- HOMO (alpha / beta) (hartree) = -0.3740 / -0.3283
- Kohn-Sham gap (alpha / beta) (eV) = 8.92 / 8.05
- molar mass (g/mol) = 148.93

The geometry in ORCA input format:
```
! RIJCOSX wB97M-V def2-TZVPD def2/J DEFGRID3
* xyz 0 1
Cl 0.85212 1.54827 1.41280
Cl 0.05578 1.87474 -2.24602
F 0.74971 -1.93597 0.66542
F -1.27218 -1.67509 0.03083
N -0.39081 -1.26387 0.96476
N -0.15546 0.69357 -0.99479
C 0.16083 0.75834 0.16700
*
```

Atomic partial charges in e from the natural (NBO) method, atoms 1 to 4: 0.153, 0.125, -0.230, -0.213

Entry 4:
A molecular structure, C36H34BrN3O2PW, computed with wB97M-V/def2-TZVPD.

## Properties
- total energy (eV) = -127604.563
- energy relative to the best compared isomer or geometry (same formula, charge and spin) (kcal/mol) = 0.0
- HOMO (alpha / beta) (hartree) = -0.4024 / -0.4171
- Kohn-Sham gap (alpha / beta) (eV) = 7.15 / 7.07
- molar mass (g/mol) = 835.41

The geometry in ORCA input format:
```
! RIJCOSX wB97M-V def2-TZVPD def2/J DEFGRID3
* xyz 1 3
W -0.35414 0.46463 -0.39188
Br -0.17962 0.55376 -2.83063
P 2.02404 -0.14505 0.04642
O -1.98826 -2.64734 1.86596
O 0.06604 3.92535 1.82804
N -0.52826 0.50163 1.75437
N -1.35989 -1.21622 0.14901
N -0.42708 2.40649 0.14526
C 2.35530 -3.11333 -2.71129
C 2.29384 -0.90238 1.66829
C -3.03789 4.55905 -1.35013
C 1.84222 -2.17672 -1.82835
C -1.04729 3.41032 -0.69428
C -3.45930 0.10296 -1.32920
C -0.30032 4.09635 -1.65139
C -0.24805 1.63386 2.39229
C 4.57889 -2.30189 -2.27761
C -2.31585 -3.93572 -2.20731
C -3.15970 3.06913 0.66579
C -0.97371 -0.61771 3.77643
C -2.40645 3.66376 -0.49514
C -0.27051 1.69334 3.76961
C -0.96489 4.98975 -2.48065
C 2.69675 -1.30216 -1.16132
C -3.28000 -3.29480 -2.96431
C 3.07988 1.32588 0.02401
C -0.92416 -0.59034 2.39762
C -1.67962 -3.29259 -1.15038
C -3.63092 -1.98850 -2.66840
C 3.72282 -3.17329 -2.93748
C 2.15674 -2.28019 1.82101
C 2.59554 -2.06688 4.17477
C -1.46199 -1.63983 1.46515
C 2.29999 -2.85782 3.07389
C 4.07094 -1.37062 -1.38629
C 2.75552 -0.69597 4.02323
C -0.68668 -4.06244 -0.32445
C 1.18685 3.91329 -1.75533
C 2.60033 -0.11179 2.77619
C -3.02023 -1.30827 -1.62501
C -0.61462 0.53659 4.46472
C -2.03850 -1.96687 -0.87752
C -2.32772 5.20505 -2.34780
C -0.12776 2.79972 1.44800
H 1.61315 4.63560 -2.44908
H 2.73580 0.95719 2.67349
H -0.05546 2.62781 4.26957
H -1.20421 -4.62106 0.45587
H -0.64643 0.54926 5.54617
H -2.83163 5.89846 -3.00811
H 0.77126 -2.12385 -1.68239
H -0.40292 5.52959 -3.23254
H 3.00923 -0.07994 4.87632
H 3.13009 1.71413 -0.99105
H -4.38588 -1.48267 -3.25773
H 4.75119 -0.70348 -0.87217
H 1.96145 -2.90679 0.96007
H -2.67560 0.74580 -0.90665
H 4.12379 -3.89807 -3.63363
H 2.19294 -3.92860 3.18539
H -2.04884 -4.96181 -2.42994
H 2.65672 2.09739 0.66675
H 5.64471 -2.34703 -2.45670
H -2.96014 2.00648 0.81212
H 1.43680 2.91610 -2.11990
H 0.02618 -3.41138 0.17500
H 2.71765 -2.52122 5.14916
H -1.31981 -1.50958 4.27998
H -0.13601 -4.76705 -0.94798
H -3.79413 0.60262 -2.23628
H 1.65689 4.05889 -0.78085
H -2.88283 3.58146 1.59133
H -4.09377 4.76058 -1.21795
H -4.23304 3.19173 0.53268
H -3.75939 -3.81212 -3.78464
H 1.68421 -3.78480 -3.23051
H -4.27282 0.11841 -0.60016
H 4.07852 1.07573 0.38043
*
```

Atomic partial charges in e from the Löwdin method, atoms 1 to 4: 1.147, 0.246, 0.916, 0.133